# 1
{
  "formula": "C4H6INS",
  "method": "ωB97M-V/def2-TZVPD",
  "species": ["C", "C", "N", "I", "H", "H", "H", "H", "C", "C", "S", "H", "H"],
  "coordinates": [[0.80, 2.24, -0.69], [-0.01, 1.50, 0.27], [-1.07, 0.93, -0.12], [-2.51, 0.28, 1.20], [0.72, 3.35, -0.32], [0.44, 2.30, -1.70], [1.82, 2.01, -0.77], [0.50, 1.57, 1.32], [-0.41, -3.22, -0.09], [0.27, -2.31, 0.49], [1.07, -1.15, 1.19], [-0.15, -3.87, -0.91], [-1.49, -3.62, 0.15]],
  "lowdin_charge": [-0.1022, -0.5298, -0.4654, 0.6789, 0.1236, 0.0666, 0.0485, 0.1072, -0.0940, -0.7559, 0.7578, 0.0533, 0.1112],
  "lumo_energy_ev": -0.286,
  "relative_energy_kcal_mol": 60.7,
  "smiles": "C/C=N/I.C=C=S",
  "total_charge": 0,
  "homo_energy_ha": -0.3144,
  "orbital_gap_ev": 8.27
}



# 2
{
  "formula": "C4H6INS",
  "method": "ωB97M-V/def2-TZVPD",
  "species": ["S", "N", "C", "I", "C", "C", "C", "H", "H", "H", "H", "H", "H"],
  "coordinates": [[2.31, -3.10, 0.08], [2.32, -1.57, 0.10], [2.05, -0.42, 0.24], [2.56, 1.50, 0.00], [-0.51, 0.04, -1.27], [-0.99, -0.15, -0.06], [-1.42, 0.95, 0.86], [-0.40, 1.03, -1.69], [-0.22, -0.78, -1.91], [-1.10, -1.15, 0.34], [-2.49, 0.87, 1.05], [-1.20, 1.92, 0.44], [-0.91, 0.86, 1.82]],
  "lowdin_charge": [0.5791, -0.7353, -0.7440, 0.9362, -0.0659, -0.2735, -0.1162, 0.0491, 0.0580, 0.0996, 0.0744, 0.0670, 0.0716],
  "lumo_energy_ev": -0.829,
  "relative_energy_kcal_mol": 52.0,
  "smiles": "[S-][N+]#CI.C=CC",
  "total_charge": 0,
  "homo_energy_ha": -0.3071,
  "orbital_gap_ev": 7.53
}



# 3
{
  "formula": "C4H6INS",
  "method": "ωB97M-V/def2-TZVPD",
  "species": ["C", "N", "C", "C", "C", "S", "I", "H", "H", "H", "H", "H", "H"],
  "coordinates": [[-2.05, 0.38, 1.86], [-1.10, 0.42, 1.02], [-0.53, -0.50, 0.27], [0.55, 0.03, -0.39], [1.34, -0.76, -1.33], [0.52, 1.80, -0.12], [2.35, 2.52, -1.46], [-2.27, 1.10, 2.53], [-2.70, -0.60, 1.93], [-0.86, -1.47, 0.29], [0.89, -1.09, -2.25], [1.60, -1.62, -0.83], [2.25, -0.20, -1.53]],
  "lowdin_charge": [0.0065, -0.1713, -0.2463, -0.6053, -0.1338, 0.3578, 0.4152, 0.0273, 0.1128, 0.0947, 0.0955, 0.0612, -0.0143],
  "lumo_energy_ev": 0.075,
  "relative_energy_kcal_mol": 30.0,
  "smiles": "C=N/C=C(/C)SI",
  "total_charge": 0,
  "homo_energy_ha": -0.2938,
  "orbital_gap_ev": 8.07
}



no.,energy (eV)
1,-24667.8245
2,-24668.2027
3,-24669.1550